No. 1
9
Properties=species:S:1:pos:R:3:forces:R:3 method="wB97M-V/def2-TZVPD" e_above_lowest_kj_mol=435.25 largest_force_ev_per_a=3.28 orbital_gap_ev="7.78 / 7.77" homo_energy_ev="-7.379 / -7.376"
C 1.5539 0.8398 0.0328 -1.9040 -1.8244 -0.6490
C -0.2748 -0.6587 -0.4305 2.7865 1.6649 0.4360
N -1.3859 -0.6021 0.3679 -1.0087 0.2410 0.4499
O 2.6684 0.4537 0.1225 -0.4113 0.1537 0.0028
Cl -2.5183 0.6993 0.0652 0.6984 -0.4826 0.2029
H 1.2093 1.8832 0.1262 0.1751 0.3221 0.1289
H -0.4265 -0.4672 -1.4756 -0.1006 -0.0098 -0.2383
H 0.3779 -1.4783 -0.1747 -0.0606 -0.2610 -0.0627
H -1.2039 -0.6698 1.3661 -0.1749 0.1960 -0.2706



No. 2
11
Properties=species:S:1:pos:R:3:forces:R:3 method="wB97M-V/def2-TZVPD" e_above_lowest_kj_mol=656.43 largest_force_ev_per_a=3.23 orbital_gap_ev="8.80 / 8.08" homo_energy_ev="-8.520 / -8.552"
C -2.0433 1.8728 1.5762 -1.6964 -2.6218 0.1635
C 0.2507 -0.7358 -0.3221 2.0580 0.4780 -2.4447
N -1.2663 1.1877 -0.4764 0.0986 -1.3420 0.6145
O -2.9040 1.4186 2.2504 1.3122 0.7815 -1.0299
O -0.0511 1.8121 -0.4684 -0.0069 -0.5691 -0.2086
O -1.0539 -0.2005 -0.4588 -0.3617 1.5868 -0.3879
Cl -1.2433 3.3654 1.7567 0.6167 1.6651 0.4470
H 0.0715 -1.7990 -0.2925 0.0128 -0.2297 1.0901
H 0.8425 -0.2081 0.4386 -0.3872 -0.7669 0.1876
H 0.9523 -0.7196 -1.2970 -1.7772 0.7126 1.6134
H -0.3070 2.7240 -0.2854 0.1311 0.3054 -0.0450



No. 3
9
Properties=species:S:1:pos:R:3:forces:R:3 method="wB97M-V/def2-TZVPD" e_above_lowest_kj_mol=263.19 largest_force_ev_per_a=9.21 orbital_gap_ev=8.69 homo_energy_ev=-8.988
C 0.4167 0.5206 0.0964 -0.4234 1.5021 -2.0410
C -0.9496 -0.1393 -0.4449 -0.5084 1.0354 9.1375
H 1.6081 1.1000 1.4813 -0.0724 -2.8395 -1.0526
H 0.6244 -0.2813 2.1620 2.1631 1.0620 -4.4278
H -1.9076 0.3901 -0.3501 0.9327 0.0621 -0.4035
H -0.5793 -0.5105 -1.2156 1.9177 -2.6709 -7.7347
N 1.2490 0.1169 1.1130 -2.9835 1.6286 5.7179
S 1.0257 1.7277 -0.9424 -1.2098 -1.3696 1.1351
Cl -1.2766 -1.8498 0.4294 0.1839 1.5898 -0.3310



No. 4
10
Properties=species:S:1:pos:R:3:forces:R:3 method="wB97M-V/def2-TZVPD" e_above_lowest_kj_mol=579.33 largest_force_ev_per_a=11.50 s_squared=3.7602 multiplicity=4 orbital_gap_ev="4.19 / 6.31" homo_energy_ev="-3.309 / -10.452"
O 0.1726 1.0458 -1.0189 3.1578 5.4331 -6.2516
O -0.5554 1.7370 -1.7879 0.9277 0.3313 -0.5554
C 0.2488 -0.6152 0.5139 -0.3574 0.7474 0.5328
C -0.7267 0.3910 -0.0655 -4.6375 -7.2611 7.6104
Cl -1.2986 1.4955 1.1652 0.0791 0.8029 -0.3902
O 1.3539 -0.7357 -0.3747 -0.4998 1.0895 -1.3327
H 0.6555 -0.1569 1.4345 -0.4428 -0.4950 0.0479
H -0.1862 -1.6251 0.6512 -0.1464 0.4374 0.0006
H -1.5787 -0.1471 -0.4817 0.2228 0.6986 -0.4040
H 1.9147 -1.3893 -0.0361 1.6965 -1.7841 0.7421



No. 5
9
Properties=species:S:1:pos:R:3:forces:R:3 method="wB97M-V/def2-TZVPD" e_above_lowest_kj_mol=257.37 largest_force_ev_per_a=4.95 smiles="CO/C=P/Cl" orbital_gap_ev=8.83 homo_energy_ev=-9.023
C 0.0410 0.9881 -0.3455 -3.0185 -3.8968 0.4929
C -0.1123 -1.5772 0.4798 2.7167 1.6054 -0.8130
O -0.6899 -0.4448 -0.1237 0.4991 4.0640 -1.1708
P -0.9784 2.2629 -0.8458 1.5210 -1.3023 0.7296
Cl 0.4941 3.7369 -0.8307 -0.2289 -0.1016 -0.1283
H 1.0812 0.8336 -0.1562 0.5462 0.4993 0.0722
H -0.8169 -2.3133 0.4934 -2.5412 -1.5987 0.5639
H 0.3324 -1.3994 1.4399 -0.0665 0.2215 0.7385
H 0.6488 -2.0869 -0.1112 0.5721 0.5093 -0.4850



No. 6
9
Properties=species:S:1:pos:R:3:forces:R:3 method="wB97M-V/def2-TZVPD" total_charge=+1 largest_force_ev_per_a=3.02 s_squared=8.7548 multiplicity=6 orbital_gap_ev="7.57 / 6.77" homo_energy_ev="-12.283 / -13.213"
O 1.0891 -0.8351 0.2355 1.5510 -1.4285 -0.7103
Li 1.5134 -2.5037 -0.3967 -0.3973 -0.1124 -0.0248
C -0.1063 -0.3196 0.5168 -2.4984 1.6418 0.4250
C -0.5774 0.8476 0.0430 0.6904 -0.5499 0.5894
H -0.7274 -0.9182 1.1995 0.3339 0.1613 -0.2660
H 0.0214 1.4764 -0.6222 -0.2591 -0.2039 0.1366
H -2.4908 1.1617 -1.7218 -0.1204 0.0048 -0.1539
Co 2.8103 -0.1401 0.3426 0.3714 0.7072 0.2094
H -1.5324 1.2311 0.4032 0.3285 -0.2205 -0.2054



Please write out number 2 again, unchanged.
11
Properties=species:S:1:pos:R:3:forces:R:3 method="wB97M-V/def2-TZVPD" e_above_lowest_kj_mol=656.43 largest_force_ev_per_a=3.23 orbital_gap_ev="8.80 / 8.08" homo_energy_ev="-8.520 / -8.552"
C -2.0433 1.8728 1.5762 -1.6964 -2.6218 0.1635
C 0.2507 -0.7358 -0.3221 2.0580 0.4780 -2.4447
N -1.2663 1.1877 -0.4764 0.0986 -1.3420 0.6145
O -2.9040 1.4186 2.2504 1.3122 0.7815 -1.0299
O -0.0511 1.8121 -0.4684 -0.0069 -0.5691 -0.2086
O -1.0539 -0.2005 -0.4588 -0.3617 1.5868 -0.3879
Cl -1.2433 3.3654 1.7567 0.6167 1.6651 0.4470
H 0.0715 -1.7990 -0.2925 0.0128 -0.2297 1.0901
H 0.8425 -0.2081 0.4386 -0.3872 -0.7669 0.1876
H 0.9523 -0.7196 -1.2970 -1.7772 0.7126 1.6134
H -0.3070 2.7240 -0.2854 0.1311 0.3054 -0.0450